{
  "formula": "C3H6N2O",
  "method": "ωB97M-V/def2-TZVPD",
  "elements": ["C", "C", "N", "N", "C", "O", "H", "H", "H", "H", "H", "H"],
  "positions_angstrom": [[-1.24, 0.59, 0.89], [-0.34, 0.29, -0.34], [-0.66, 0.68, -1.51], [0.88, -0.45, -0.50], [1.86, -1.14, 0.18], [2.80, -1.64, -0.40], [-1.88, 1.46, 0.64], [-0.77, 0.83, 1.85], [-1.96, -0.22, 1.07], [-1.50, 1.22, -1.65], [1.08, -0.43, -1.50], [1.73, -1.19, 1.26]],
  "nbo_charge": [-0.69, 0.46, -0.68, -0.64, 0.54, -0.58, 0.24, 0.23, 0.24, 0.35, 0.43, 0.11],
  "fmax_ha_per_bohr": 0.0152,
  "e_lumo_ev": 0.71,
  "energy_ev": -8235.3699,
  "e_homo_ev": -9.746,
  "de_lowest_kj_mol": 128.2,
  "smiles": "[H]/N=C(\\C)NC=O"
}